No. 1
This record from the Open Molecules 2025 dataset describes 2 unconnected molecules or ions with the total composition C2H9NO2. The level of theory is the ωB97M-V functional and the def2-TZVPD basis.

Structure (XYZ):
```
14
Properties=species:S:1:pos:R:3:forces:R:3
O 1.055 4.254 -5.106 -0.5 0.0 -0.1
C -0.556 -1.910 0.234 0.0 -0.1 -0.8
H -0.593 1.127 2.001 -0.2 -0.3 -0.1
H -0.572 -2.679 2.144 -0.3 0.0 0.2
C -0.055 -0.709 2.315 0.2 0.1 1.0
H -1.493 -2.444 0.051 -0.1 0.3 0.3
H 0.949 -0.276 2.282 0.2 0.0 -0.3
H 1.586 4.403 -4.322 0.3 -0.1 -0.1
H -0.666 -0.878 -0.076 -0.3 0.1 0.0
O -0.975 0.251 1.849 -0.3 0.7 -0.2
H 0.114 -2.341 -0.520 0.6 -0.2 0.6
H -0.283 -0.890 3.368 0.2 -0.3 0.1
N -0.138 -1.944 1.625 0.2 -0.4 -0.7
H 1.628 4.036 -5.845 0.2 0.0 0.2
```
Positions in Å, forces in eV/Å.

Its relative energy (zero: lowest compared OMol25 entry of this formula, charge and spin) is 14.0 kcal/mol. The gap between HOMO and LUMO is 0.3542 Eh. Its total charge is 0. The calculation puts the LUMO energy at 0.916 eV. The energy comes out at -7804.119 eV. As for the SMILES: CNCO.O. The maximum force comes out at 0.99 eV/A.

***

No. 2
This record from the Open Molecules 2025 dataset describes 3 unconnected molecules or ions with the total composition C3H11NO3S. The level of theory is the ωB97M-V functional and the def2-TZVPD basis.

Structure (XYZ):
```
19
Properties=species:S:1:pos:R:3:forces:R:3
H -2.609 1.842 -2.581 -0.1 0.4 -0.4
O -2.525 0.099 2.066 -0.4 -0.1 0.0
H 2.204 0.792 1.347 -0.4 0.1 0.0
H 0.383 -1.430 -0.165 -0.3 -0.3 0.1
C 1.101 0.409 -0.906 0.5 0.0 -0.2
O -1.909 1.728 -1.946 -0.5 -1.3 0.8
O 1.615 -2.035 1.875 0.0 0.1 -0.1
H -2.494 -0.527 0.095 -0.6 -0.3 0.1
H 0.794 1.409 -1.203 -0.2 0.1 0.3
H -0.727 -0.533 -1.273 -0.2 -0.2 0.1
H 2.433 -1.965 1.369 0.0 0.1 0.0
C -2.016 -0.124 0.997 1.1 0.6 -0.2
H -1.217 2.348 -2.086 0.5 0.9 -0.5
N -0.725 0.195 0.675 -0.1 -0.6 -0.2
H -0.131 0.559 1.401 -0.1 -0.1 0.3
C -0.046 -0.469 -0.428 0.6 1.2 0.0
H 1.521 -0.024 -1.812 0.0 -0.2 -0.1
H 1.723 -2.784 2.462 0.0 -0.2 0.1
S 2.626 0.509 0.111 0.2 -0.2 -0.3
```
Positions in Å, forces in eV/Å.

Its relative energy (zero: lowest compared OMol25 entry of this formula, charge and spin) is 18.3 kcal/mol. The gap between HOMO and LUMO is 0.3634 Eh. Its total charge is 0. The calculation puts the LUMO energy at 0.520 eV. The energy comes out at -21757.149 eV. As for the SMILES: O=CNCCS.O.O. The maximum force comes out at 1.63 eV/A.

***

Question: Which value of LUMO energy does entry 2 give?
Answer: 0.520 eV

***

Question: total charge of number 1 (C2H9NO2)?
Answer: 0